(1)
Formula: C3H3FN2O
Source: the Open Molecules 2025 dataset
Level of theory: the ωB97M-V functional and the def2-TZVPD basis

```
10
Properties=species:S:1:pos:R:3:forces:R:3
C 0.50261 -0.22504 -0.06545 -1.8 -0.4 0.7
C -1.71408 0.18573 -0.04335 -1.5 -2.6 -1.1
C -0.56355 0.81682 -0.09065 3.1 1.1 0.6
H 2.30782 -1.12177 -0.50901 -0.9 3.1 2.1
H 2.19985 0.42047 1.07458 -0.4 -2.7 -4.9
H -2.72129 0.45623 -0.34447 0.2 0.0 0.7
N 1.91273 -0.10806 -0.17385 0.2 -0.1 3.3
N -0.13504 -1.37127 0.13229 2.5 0.1 -1.2
O -1.45213 -1.21932 -0.00715 -1.2 3.0 0.4
F -0.33691 2.16622 0.02708 -0.3 -1.6 -0.6
```
Forces are in eV/Å.

## Properties
HOMO level   -0.35619 Eh
Energy relative to the best compared isomer or geometry (same formula, charge and spin)   105.4 kcal per mole
HOMO-LUMO gap   9.859 eV



(2)
Formula: C3H3FN2O
Source: the Open Molecules 2025 dataset
Level of theory: the ωB97M-V functional and the def2-TZVPD basis

```
10
Properties=species:S:1:pos:R:3:forces:R:3
N 1.55492 1.32997 -0.31216 0.8 0.6 0.6
C 0.47098 0.49035 -0.37479 -0.9 -0.9 -0.6
C -0.24245 0.01953 -1.44116 -0.1 -0.4 1.3
O -1.19164 -0.87094 -1.02365 0.9 0.3 1.2
N -1.05615 -1.01240 0.35847 -1.2 -0.8 -0.4
C -0.10928 -0.23393 0.72115 -0.3 0.6 -3.4
F 0.24617 -0.08381 1.92957 0.7 0.1 2.7
H 1.55092 2.02190 -1.03195 0.1 0.4 -0.3
H 1.74638 1.75445 0.59702 -0.3 -0.3 -0.5
H -0.18665 0.06682 -2.49739 0.2 0.5 -0.7
```
Forces are in eV/Å.

## Properties
HOMO level   -0.32226 Eh
Energy relative to the best compared isomer or geometry (same formula, charge and spin)   49.9 kcal per mole
HOMO-LUMO gap   9.518 eV
SMILES   Nc1conc1F



(3)
Formula: C3H3FN2O
Source: the Open Molecules 2025 dataset
Level of theory: the ωB97M-V functional and the def2-TZVPD basis

```
10
Properties=species:S:1:pos:R:3:forces:R:3
O -0.78029 1.71305 1.69881 -0.1 1.2 0.6
N -0.51486 0.88563 0.86924 0.6 -1.2 -0.1
N -1.21393 -0.15435 0.64546 -1.8 0.0 -0.2
C -0.53223 -0.97468 -0.28736 3.5 -0.2 1.6
F -1.04672 -1.33144 -1.46932 -1.9 -0.2 -0.7
C 0.70870 -0.17099 -0.63209 -1.7 -0.2 2.1
C 0.76581 0.89178 0.12523 1.1 1.1 -1.0
H -0.17819 -1.93414 0.24958 -0.7 1.2 -0.6
H 1.26361 -0.65021 -1.32036 2.5 -0.7 -2.3
H 1.52809 1.72535 0.12082 -1.5 -1.0 0.5
```
Forces are in eV/Å.

## Properties
HOMO level   -0.37673 Eh
Energy relative to the best compared isomer or geometry (same formula, charge and spin)   95.5 kcal per mole
HOMO-LUMO gap   9.917 eV
SMILES   [O-][N+]1=N[C@@H](F)C=C1



(4)
Formula: C3H3FN2S
Source: the Open Molecules 2025 dataset
Level of theory: the ωB97M-V functional and the def2-TZVPD basis

```
10
Properties=species:S:1:pos:R:3:forces:R:3
C 2.44478 0.48861 -1.16723 -0.6 -2.1 -3.1
C 0.70595 0.52612 1.05345 1.9 -1.1 -0.1
C -1.72756 -0.66811 0.25457 0.9 -2.5 1.4
N 2.29973 -0.14526 -2.18588 0.3 -0.8 -0.3
N 2.41575 1.30981 -0.31189 -0.3 2.6 4.0
F -0.11825 1.48000 1.05677 -1.2 2.0 -0.1
S 0.06419 -0.98052 0.78795 -0.9 -0.5 -0.8
H -1.81132 0.28554 -0.15575 -0.2 1.6 -0.4
H -2.30409 -0.87487 1.17561 0.0 0.5 -0.7
H -1.96917 -1.42132 -0.50759 0.2 0.2 0.3
```
Forces are in eV/Å.

## Properties
HOMO level (alpha / beta)   -0.34066 / -0.33202 Eh
Energy relative to the best compared isomer or geometry (same formula, charge and spin)   152.9 kcal per mole
HOMO-LUMO gap (alpha / beta)   6.992 / 7.342 eV



(5)
Formula: C3H3FP2
Source: the Open Molecules 2025 dataset
Level of theory: the ωB97M-V functional and the def2-TZVPD basis

```
9
Properties=species:S:1:pos:R:3:forces:R:3
C -1.43920 -0.82653 -1.11904 -0.9 0.7 0.4
C -2.12416 -0.16341 -0.40503 -0.5 0.7 2.2
C 1.48685 0.75385 0.59560 -1.7 0.1 0.0
F -2.62661 0.42172 0.64447 0.2 -0.3 -1.1
P 2.16705 -0.64399 -0.36971 -0.4 -0.2 0.4
P 0.83444 -0.98054 1.10169 1.0 0.7 -0.6
H -1.09417 -1.24405 -1.98127 1.0 -1.0 -1.6
H 2.12214 1.23914 1.31134 0.3 0.1 0.2
H 0.67365 1.44381 0.22195 1.1 -0.9 0.1
```
Forces are in eV/Å.

## Properties
HOMO level   -0.32249 Eh
Energy relative to the best compared isomer or geometry (same formula, charge and spin)   61.6 kcal per mole
HOMO-LUMO gap   8.029 eV



(6)
Formula: C3H3GaLiO3
Source: the Open Molecules 2025 dataset
Level of theory: the ωB97M-V functional and the def2-TZVPD basis

```
11
Properties=species:S:1:pos:R:3:forces:R:3
O -0.61328 1.48081 0.27674 -1.7 2.0 0.9
C 0.12198 0.94179 -0.54887 2.9 -5.6 1.0
C -0.36512 -1.12992 1.69433 0.0 -0.1 0.5
O 0.31516 1.35828 -1.71402 -1.1 2.3 -0.3
O 0.73661 -0.27550 -0.28345 0.2 3.5 -2.2
C 0.25370 -1.24288 0.43498 -1.2 -2.3 1.4
Ga -0.95787 2.79500 -1.03793 -0.3 1.1 -0.3
H -0.91217 -2.00545 2.04792 0.0 -0.1 0.3
H -0.29559 -0.23786 2.31565 -0.1 0.0 0.2
H 0.34290 -2.21202 -0.06183 0.4 -0.2 0.1
Li 1.37368 0.52774 -3.12350 1.1 -0.6 -1.5
```
Forces are in eV/Å.

## Properties
HOMO level (alpha / beta)   -1.05702 / -1.15372 Eh
Expectation value of S²   0.755
HOMO-LUMO gap (alpha / beta)   3.732 / 6.464 eV
Charge   +4
Spin multiplicity   2



(7)
Formula: C3H3HoO3
Source: the Open Molecules 2025 dataset
Level of theory: the ωB97M-V functional and the def2-TZVPD basis

```
10
Properties=species:S:1:pos:R:3:forces:R:3
C 0.17128 0.40626 -0.04321 3.2 -0.3 1.0
C 2.11995 0.06032 1.21347 2.7 -1.2 -1.4
O 1.43901 0.69359 0.17127 -3.0 2.3 -1.3
O -0.18014 -0.80379 -0.15335 -3.3 -0.8 -0.9
C 2.72815 -1.12289 0.98444 -4.2 -0.2 4.1
H 2.49598 0.75552 1.96951 -0.9 -0.1 0.0
H 2.25764 -1.31500 2.11749 2.8 -0.9 -1.4
H 2.30197 -1.83865 0.27580 0.7 0.4 -0.3
O -0.70168 1.32021 -0.10338 -3.1 -0.1 -1.2
Ho -2.46542 -0.12524 -0.62965 4.9 1.0 1.3
```
Forces are in eV/Å.

## Properties
HOMO level (alpha / beta)   -0.59084 / -0.59109 Eh
Expectation value of S²   6.006
Energy relative to the best compared isomer or geometry (same formula, charge and spin)   53.1 kcal per mole
HOMO-LUMO gap (alpha / beta)   3.635 / 3.874 eV
Charge   +2
Spin multiplicity   5



(8)
Formula: C3H3I2N
Source: the Open Molecules 2025 dataset
Level of theory: the ωB97M-V functional and the def2-TZVPD basis

```
9
Properties=species:S:1:pos:R:3:forces:R:3
N 0.66150 -1.59192 1.87427 0.4 -0.6 0.4
C 0.12913 -1.04672 1.02310 -0.4 0.3 0.6
C -0.55366 -0.19376 0.09298 -4.0 -3.2 -1.6
I -2.18880 0.82842 1.16102 0.7 0.1 -0.3
C 0.40780 0.64081 -0.61684 0.1 1.5 -1.7
I 2.00160 -0.38484 -1.49495 0.6 -0.5 -0.1
H -1.30937 -0.95599 -0.58708 2.6 2.2 1.5
H 0.11806 1.27337 -1.44138 -1.3 -0.5 -0.5
H 0.73375 1.43064 -0.01112 1.2 0.6 1.6
```
Forces are in eV/Å.

## Properties
HOMO level   -0.36478 Eh
Energy relative to the best compared isomer or geometry (same formula, charge and spin)   12.7 kcal per mole
HOMO-LUMO gap   9.197 eV
SMILES   N#C[C@@H](I)CI



(9)
Formula: C3H3I3O
Source: the Open Molecules 2025 dataset
Level of theory: the ωB97M-V functional and the def2-TZVPD basis

```
10
Properties=species:S:1:pos:R:3:forces:R:3
C 1.48562 -0.34599 0.13428 -0.7 2.0 -1.4
C 0.56233 0.55008 -0.25481 1.8 -0.7 -1.6
C -0.85614 0.32337 -0.04262 -1.6 2.4 0.4
O -1.29005 -0.43152 0.96345 0.3 -0.7 0.6
I -1.49841 2.49505 0.81389 0.2 -1.1 -0.5
I -2.12353 -0.02882 -1.79471 0.6 0.3 0.1
I -1.06806 -2.42283 0.79860 -0.3 -0.3 0.1
H 2.43977 -0.26367 -0.27820 1.6 0.7 -0.4
H 1.43144 -1.24389 0.63032 -1.0 -1.6 1.5
H 0.91704 1.36823 -0.97020 -1.0 -1.2 1.2
```
Forces are in eV/Å.

## Properties
HOMO level   -0.33471 Eh
Energy relative to the best compared isomer or geometry (same formula, charge and spin)   40.8 kcal per mole
HOMO-LUMO gap   7.284 eV



(10)
Formula: C3H3I3O
Source: the Open Molecules 2025 dataset
Level of theory: the ωB97M-V functional and the def2-TZVPD basis

```
10
Properties=species:S:1:pos:R:3:forces:R:3
C -1.09810 1.56060 -0.07687 0.3 -0.3 0.0
C -0.25166 0.61065 0.32233 -0.3 0.9 0.6
C 0.20394 -0.38978 -0.60909 0.0 -0.4 -1.7
O 0.09251 -0.51955 -1.77065 0.1 0.0 1.0
I 3.79261 -1.42298 -0.79982 0.0 0.1 0.0
I 1.36275 -2.03549 0.49480 0.0 -0.1 0.1
I -1.31256 -2.29439 1.57861 -0.1 -0.2 0.1
H -1.41397 2.33278 0.60278 0.0 0.1 0.2
H -1.50804 1.58121 -1.07219 0.0 0.0 -0.2
H 0.13251 0.57696 1.33010 0.0 -0.1 0.0
```
Forces are in eV/Å.

## Properties
HOMO level   -0.32642 Eh
Energy relative to the best compared isomer or geometry (same formula, charge and spin)   2.4 kcal per mole
HOMO-LUMO gap   7.243 eV



(11)
Formula: C3H3IKN2Te4
Source: the Open Molecules 2025 dataset
Level of theory: the ωB97M-V functional and the def2-TZVPD basis

```
14
Properties=species:S:1:pos:R:3:forces:R:3
K 0.46432 -0.00852 0.64235 0.1 -0.1 0.4
Te -0.73821 1.32681 -2.15984 0.0 0.0 -0.1
Te 1.97353 0.96779 -2.20029 0.0 0.0 -0.1
Te 2.93979 2.32370 -0.02716 0.0 0.0 -0.1
Te 3.58054 0.40623 1.77920 0.0 0.0 0.0
I -5.72257 -3.32396 1.45961 0.0 0.0 0.0
C -4.02914 -2.26555 0.95448 0.0 0.0 -0.1
C -3.73031 -1.69471 -0.26648 -0.1 0.0 0.1
N -2.53677 -1.10809 -0.11951 0.2 0.0 0.1
N -2.02474 -1.26480 1.11336 -0.2 -0.1 -0.2
C -2.92862 -1.97552 1.77398 0.1 0.1 0.0
H -4.27290 -1.66337 -1.19520 0.0 0.0 0.0
H -2.00147 -0.55350 -0.80542 -0.1 0.1 -0.1
H -2.76562 -2.25039 2.80316 0.0 0.0 0.0
```
Forces are in eV/Å.

## Properties
HOMO level   -0.12679 Eh
HOMO-LUMO gap   5.286 eV
Charge   -1



(12)
Formula: C3H3IN2S
Source: the Open Molecules 2025 dataset
Level of theory: the ωB97M-V functional and the def2-TZVPD basis

```
10
Properties=species:S:1:pos:R:3:forces:R:3
C -0.96850 -1.31606 0.10370 1.1 -1.1 0.3
C -2.19604 -1.75612 -0.48848 -0.8 -0.9 0.6
C -0.31174 -0.00119 0.33778 0.8 -0.8 0.2
N -0.26786 -2.37343 0.47126 -0.5 -1.4 -0.7
N -2.38742 -3.04004 -0.60552 -1.2 2.8 -0.3
S -1.10261 -3.78854 0.01202 1.1 1.7 0.7
I -4.24551 0.66391 0.04848 1.4 -1.7 -0.6
H -0.56386 0.32826 1.30286 -1.4 1.2 1.0
H 0.75915 -0.10785 0.57435 -0.2 -0.6 -1.0
H -0.45744 0.67324 -0.47188 -0.3 0.8 -0.3
```
Forces are in eV/Å.

## Properties
HOMO level (alpha / beta)   -0.35073 / -0.35070 Eh
Energy relative to the best compared isomer or geometry (same formula, charge and spin)   71.8 kcal per mole
HOMO-LUMO gap (alpha / beta)   6.222 / 6.221 eV